[1]
C9H7Cl2F | wB97M-V/def2-TZVPD

Summary:
Relative energy (zero: lowest compared OMol25 entry of this formula, charge and spin), eV: 1.051
SMILES string: F[C@@]1(c2ccccc2)CC1(Cl)Cl
Gap between HOMO and LUMO, eV: 9.25
Strongest force on any atom, eV/A: 4.8
E_LUMO, Eh: 0.0125

ORCA input file:
```
! wB97M-V def2-TZVPD RIJCOSX def2/J DEFGRID3
* xyz 0 1
F 0.41 -2.35 -0.71
C -0.01 -1.11 -0.95
C -0.02 -0.24 0.22
C 1.20 -0.09 0.97
C 1.29 0.66 2.13
C 0.13 1.36 2.57
C -1.09 1.20 1.86
C -1.17 0.38 0.78
C 0.69 -0.41 -2.55
C -0.70 -0.85 -2.29
Cl -1.24 -2.35 -3.04
Cl -1.93 0.36 -2.19
H 2.11 -0.44 0.70
H 2.24 0.63 2.52
H 0.21 1.97 3.40
H -1.93 1.63 2.20
H -2.18 0.08 0.54
H 0.77 0.62 -2.85
H 1.23 -1.04 -3.31
*
```

---

[2]
C9H7Cl2GaNO3Yb | wB97M-V/def2-TZVPD

Summary:
Relative energy (zero: lowest compared OMol25 entry of this formula, charge and spin), eV: 0.756
Gap between HOMO and LUMO (spin up / spin down), eV: 5.24 / 4.40
Strongest force on any atom, eV/A: 10.2
E_LUMO (spin up / spin down), Eh: -0.6067 / -0.6376

ORCA input file:
```
! wB97M-V def2-TZVPD RIJCOSX def2/J DEFGRID3
* xyz 4 2
Yb 0.19 -1.34 -5.56
Ga -0.03 -1.57 -0.32
Cl -0.99 0.72 -5.42
Cl 0.92 -0.79 -2.28
C -1.16 -2.64 0.86
C -0.49 -0.24 -8.00
C 0.28 -2.70 -7.81
O -1.96 -3.23 1.50
O -0.61 -0.29 -9.14
O 0.16 -2.95 -8.96
C 0.45 2.28 4.80
C 0.33 1.36 3.63
C 1.45 0.79 3.02
C 1.28 0.02 1.88
N 0.08 -0.12 1.28
C -1.02 0.32 1.93
C -0.92 1.11 3.06
H 0.79 1.77 5.71
H 1.09 3.15 4.63
H -0.54 2.67 5.08
H 2.44 0.85 3.45
H 2.09 -0.59 1.49
H -2.00 -0.06 1.66
H -1.83 1.49 3.53
*
```

---

[3]
C9H7FNO3 | wB97M-V/def2-TZVPD

Summary:
Relative energy (zero: lowest compared OMol25 entry of this formula, charge and spin), eV: 0.087
Gap between HOMO and LUMO, eV: 6.86
Strongest force on any atom, eV/A: 5.1
E_LUMO, Eh: 0.1341

ORCA input file:
```
! wB97M-V def2-TZVPD RIJCOSX def2/J DEFGRID3
* xyz -1 1
C -0.82 2.84 0.56
C 0.37 2.45 -0.21
C -1.69 1.90 0.89
C 0.43 1.21 -0.70
C -1.61 0.59 0.46
C -0.51 0.24 -0.37
C 1.13 -1.74 1.46
C 0.74 -1.81 -1.29
C -0.39 -1.15 -0.88
N 2.27 -1.48 1.19
O 0.66 -3.15 -1.69
O 0.15 -2.06 1.96
O 1.90 -1.27 -1.48
F -1.56 -1.83 -0.73
H -0.99 3.88 0.85
H 1.09 3.18 -0.19
H -2.67 2.17 1.50
H 1.26 0.83 -1.28
H -2.34 -0.06 0.83
H -0.03 -3.50 -1.09
H 2.60 -1.23 0.20
*
```